C28H54F2N5O23S3Ti | ωB97M-V/def2-TZVPD

Computed properties:
frontier orbital gap	7.62	eV
LUMO energy	-4.305	eV
spin multiplicity	1
HOMO	-11.922	eV
net charge	+1

Cartesian coordinates (Å):
1 Ti -2.06342 4.35990 0.34803
2 S -4.50937 5.30004 0.20580
3 O -3.86036 4.18121 1.11051
4 O -5.38122 4.72173 -0.79438
5 O -4.97630 6.46445 0.83796
6 O -3.13271 5.61834 -0.43863
7 N -0.51480 -1.91451 -0.97375
8 S -1.23756 -2.63379 0.32822
9 O -1.86030 -1.82924 1.36605
10 O -0.50020 -3.83231 0.63365
11 F -2.59786 -3.11337 -0.36583
12 S -0.13549 -0.40309 -1.16511
13 O -0.89198 0.66964 -0.51165
14 O 0.67164 -0.27384 -2.34331
15 F 1.15895 -0.17832 -0.19458
16 C -1.74817 1.80770 2.29678
17 O -1.47340 2.79780 1.47191
18 N -1.95726 1.86531 3.58921
19 C -2.10015 0.50965 4.23319
20 C -1.94082 3.03605 4.38706
21 H -1.94006 0.84788 1.88156
22 H -1.39412 0.43174 5.04655
23 H -1.87894 -0.23952 3.46971
24 H -3.10141 0.41962 4.58024
25 H -0.96905 3.57035 4.33828
26 H -2.77805 3.65491 4.00086
27 H -2.09239 2.72877 5.38373
28 C 0.30911 3.91388 -1.11013
29 O -0.07708 4.36926 0.01931
30 N 1.55641 3.42835 -1.31399
31 C 1.96707 2.80283 -2.57032
32 C 2.42793 3.29315 -0.21524
33 H -0.34751 3.95923 -1.99130
34 H 1.48880 1.85690 -2.65815
35 H 3.05140 2.62144 -2.62118
36 H 1.67637 3.47222 -3.42274
37 H 2.02103 2.47255 0.43279
38 H 3.40536 3.07228 -0.56675
39 H 2.48409 4.25082 0.36139
40 C -3.39949 2.12086 -1.24237
41 O -2.68023 3.13590 -1.17971
42 N -4.16381 1.74055 -2.28438
43 C -4.44644 2.72576 -3.31290
44 C -5.21773 0.80224 -1.97893
45 H -3.43555 1.41117 -0.36574
46 H -3.68012 3.50504 -3.44034
47 H -5.38002 3.25787 -3.02037
48 H -4.50083 2.25770 -4.27387
49 H -6.10891 1.40581 -1.70936
50 H -5.39918 0.15523 -2.87651
51 H -4.87492 0.20021 -1.14668
52 C -2.21210 6.15646 2.86203
53 O -1.82726 5.90326 1.70468
54 N -2.63848 7.28583 3.35891
55 C -2.76357 7.38733 4.87717
56 C -2.87803 8.30095 2.36656
57 H -2.12751 5.39452 3.63635
58 H -2.95518 8.41768 5.16676
59 H -1.83457 7.15617 5.39075
60 H -3.45288 6.61040 5.12588
61 H -2.77376 9.17458 2.92487
62 H -2.16350 8.23701 1.52983
63 H -3.90749 8.32131 1.97292
64 C 0.56380 -7.70305 0.23998
65 C 1.09221 -7.42555 -1.16552
66 C 1.61018 -8.66097 -1.93903
67 O 1.30380 -8.25667 -3.29611
68 C 0.37896 -7.34213 -3.29023
69 O 0.00211 -6.81443 -4.33433
70 O 0.04402 -6.94504 -2.08420
71 H 0.18716 -6.77484 0.66017
72 H 1.40417 -8.17062 0.76042
73 H -0.25110 -8.45874 0.26826
74 H 1.91150 -6.73317 -1.10100
75 H 1.03941 -9.59335 -1.73045
76 H 2.65212 -8.91977 -1.92183
77 C 2.13896 -2.86533 2.08424
78 C 2.43977 -1.69589 3.00009
79 C 3.47969 -0.77436 2.37914
80 O 3.02379 0.58688 2.58684
81 C 1.74409 0.49734 2.93280
82 O 1.05276 1.43134 3.11798
83 O 1.32120 -0.75298 3.09188
84 H 2.98040 -3.48722 1.98398
85 H 2.05805 -2.51178 1.04617
86 H 1.26602 -3.46187 2.29431
87 H 2.73555 -2.05010 3.96642
88 H 3.38318 -0.88507 1.32963
89 H 4.48759 -0.94204 2.70504
90 C -2.32294 -4.59131 -4.87934
91 C -1.46724 -3.87964 -3.89861
92 C -0.30502 -3.04550 -4.50281
93 O -0.94048 -1.77306 -4.73169
94 C -2.00208 -1.63213 -3.93110
95 O -2.61109 -0.59918 -3.93973
96 O -2.30273 -2.76375 -3.36280
97 H -3.20276 -4.88368 -4.41582
98 H -1.87592 -5.50596 -5.24833
99 H -2.54204 -3.89271 -5.73571
100 H -1.23462 -4.50459 -3.03844
101 H -0.07513 -3.52300 -5.43285
102 H 0.57221 -2.90368 -3.95014
103 O 6.16956 -1.99521 1.74511
104 C 7.12412 -1.68666 1.15450
105 O 7.48399 -2.16997 -0.11183
106 C 6.56218 -3.05891 -0.74979
107 C 5.38663 -2.33847 -1.23176
108 C 8.07244 -0.65082 1.69389
109 H 6.32065 -3.79559 -0.01036
110 H 7.07686 -3.66042 -1.54587
111 H 4.65378 -3.04462 -1.55624
112 H 5.52280 -1.81873 -2.20203
113 H 5.04307 -1.64472 -0.48321
114 H 8.09438 -0.75973 2.81787
115 H 7.71352 0.38629 1.48933
116 H 9.09988 -0.69863 1.32183

Cartesian forces (eV/Å) of the 3 atoms listed first:
Ti -0.1 -1.1 1.0
S -1.0 -1.9 -2.1
O -0.6 0.4 0.2



C28H54O9 | ωB97M-V/def2-TZVPD

Computed properties:
SMILES	CCCCCCCOC(=O)OCCCC(=O)O.C1CCOC1.C1CCOC1.C1CCOC1.C1CCOC1
frontier orbital gap	9.42	eV
relative energy (zero: lowest compared OMol25 entry of this formula, charge and spin)	0.0	kcal/mol
LUMO energy	0.465	eV
spin multiplicity	1
HOMO	-8.954	eV
net charge	0

Cartesian coordinates (Å):
1 C 1.71771 -0.72738 -1.28199
2 C 1.97534 -1.41848 -2.63593
3 C 2.70158 -0.54671 -3.65072
4 C 1.89338 0.67065 -4.14629
5 C 2.78590 1.91084 -4.35058
6 C 2.98466 2.73831 -3.07729
7 C 1.67644 3.38314 -2.55291
8 O 1.43129 2.91249 -1.20967
9 C 0.20166 2.53883 -0.97166
10 O -0.25361 2.82464 0.07949
11 O -0.55872 1.82198 -1.84747
12 C -1.90388 2.33235 -1.90167
13 C -2.46664 2.15108 -3.30545
14 C -3.28789 0.87240 -3.45557
15 C -2.48518 -0.40428 -3.29815
16 O -2.88611 -1.25921 -2.61201
17 O -1.32199 -0.58493 -3.97851
18 H 0.74478 -0.24674 -1.23671
19 H 1.67783 -1.50870 -0.52185
20 H 2.51488 -0.04645 -0.98047
21 H 2.62036 -2.28373 -2.43465
22 H 1.01508 -1.78645 -2.99772
23 H 3.67612 -0.20801 -3.29411
24 H 2.89667 -1.17293 -4.52604
25 H 1.33558 0.46865 -5.06053
26 H 1.16532 0.92121 -3.36572
27 H 3.74755 1.54494 -4.71163
28 H 2.38602 2.58210 -5.11415
29 H 3.74048 3.50035 -3.26977
30 H 3.40394 2.09275 -2.30535
31 H 0.89033 3.10866 -3.25127
32 H 1.84316 4.45535 -2.55710
33 H -1.88692 3.39069 -1.66366
34 H -2.51781 1.76116 -1.20687
35 H -3.14152 2.98647 -3.49372
36 H -1.68171 2.24738 -4.05688
37 H -4.08971 0.85250 -2.72822
38 H -3.73350 0.86229 -4.45277
39 H -0.76276 0.20396 -3.85604
40 C -3.24114 0.08521 1.34323
41 C -3.47714 -0.59733 2.68091
42 C -2.76506 -1.92208 2.48808
43 O -1.68181 -1.67398 1.58883
44 C -1.83146 -0.37533 1.00124
45 H -3.33183 1.17163 1.38279
46 H -3.95100 -0.29113 0.60089
47 H -2.99232 -0.02608 3.47715
48 H -4.52997 -0.71370 2.93633
49 H -3.42406 -2.66805 2.03042
50 H -2.37598 -2.33035 3.42271
51 H -1.08160 0.29016 1.44386
52 H -1.65437 -0.42713 -0.07469
53 C 1.81612 0.75630 4.85424
54 C 0.52892 0.18807 4.27078
55 C 1.05844 -0.91997 3.37244
56 O 2.26670 -1.39698 3.97984
57 C 2.66422 -0.49685 5.01678
58 H 1.67436 1.29729 5.78983
59 H 2.28303 1.43423 4.13502
60 H -0.08673 -0.23606 5.06830
61 H -0.07162 0.92148 3.73219
62 H 1.30676 -0.53878 2.37551
63 H 0.35422 -1.74319 3.26147
64 H 2.47390 -0.98161 5.98112
65 H 3.73377 -0.29707 4.93456
66 C -2.68994 4.19079 4.77759
67 C -1.55180 4.21680 5.78997
68 C -1.88001 3.01131 6.65829
69 O -2.53991 2.06598 5.81122
70 C -2.88849 2.69710 4.57580
71 H -2.46689 4.71818 3.85103
72 H -3.58855 4.63352 5.21472
73 H -0.59744 4.06296 5.28006
74 H -1.48840 5.14425 6.35769
75 H -2.56582 3.27994 7.46908
76 H -0.99242 2.55023 7.09399
77 H -2.22044 2.30912 3.79758
78 H -3.91551 2.43938 4.31173
79 C 1.86171 -6.73427 -2.51737
80 C 1.81801 -6.44221 -4.01025
81 C 1.92396 -4.92534 -4.03248
82 O 2.70140 -4.54959 -2.88945
83 C 2.84200 -5.68234 -2.02344
84 H 2.17262 -7.74994 -2.27597
85 H 0.87643 -6.56492 -2.07650
86 H 2.68692 -6.88660 -4.50243
87 H 0.92099 -6.81199 -4.50521
88 H 0.93815 -4.45646 -3.94251
89 H 2.40540 -4.54985 -4.93679
90 H 3.87559 -6.03817 -2.09456
91 H 2.64996 -5.37778 -0.99399

Cartesian forces (eV/Å) of the 3 atoms listed first:
C 0.0 -0.7 0.0
C 0.7 0.2 0.9
C -0.8 -0.1 -0.9